Entry from OMol25: a structure of composition C61H85AsBaNP3Sb in a non-equilibrium geometry (ωB97M-V with the def2-TZVPD basis set).

Summary:
- HOMO energy (eV) = -8.8
- maximum force (hartree/bohr) = 0.050
- frontier orbital gap (eV) = 6.78
- net charge = +1

```
153
Properties=species:S:1:pos:R:3:forces:R:3
Ba 0.29941 -0.28617 -0.21077 1.48 -1.76 1.05
C 1.20287 4.80719 -1.89753 0.07 -0.18 -0.08
C 1.59620 3.36860 -1.57256 -0.22 -0.22 0.03
C 1.93401 3.27228 -0.08279 0.06 -0.07 -0.13
P 0.33022 2.00673 -1.88417 0.48 1.86 -1.70
C 0.39927 1.61861 -3.72874 0.05 -0.07 0.30
C 0.67907 2.74782 -4.71355 0.05 -0.13 0.17
C -0.88743 0.88612 -4.09693 0.14 -0.02 0.04
C -1.28524 2.72489 -1.56755 -0.11 -0.05 0.15
C -1.74928 3.79581 -2.33615 -0.25 0.01 0.13
C -2.99615 4.35472 -2.15178 -0.02 0.00 -0.16
C -3.44973 5.54911 -2.93501 0.03 0.02 0.09
C -3.82633 3.76436 -1.19651 0.17 0.07 -0.12
C -3.40418 2.70328 -0.44122 -0.01 -0.16 0.12
C -2.10329 2.15872 -0.55579 -0.45 0.79 -0.78
N -1.70852 1.09602 0.19488 0.61 0.00 -0.10
C -2.40427 0.85763 1.36165 -0.45 -0.24 0.76
C -2.63681 1.87036 2.30284 0.13 -0.05 -0.04
C -3.34083 1.62148 3.45770 -0.06 -0.10 -0.07
C -3.84654 0.35109 3.72827 -0.02 -0.03 0.00
C -4.65811 0.10449 4.96444 0.11 -0.03 0.03
C -3.57004 -0.67171 2.83576 -0.06 0.11 -0.04
C -2.86874 -0.44317 1.65241 0.33 0.34 0.07
P -2.26081 -1.71627 0.52000 -1.28 -1.14 -0.19
C -3.00695 -3.35689 1.06703 0.28 0.34 -0.14
C -4.53906 -3.42146 1.07438 0.07 0.00 -0.07
C -2.39796 -3.81999 2.39653 0.13 0.03 -0.12
C -3.07146 -1.38438 -1.14100 0.14 -0.05 0.18
C -4.55193 -1.02599 -1.15554 0.18 0.17 -0.01
C -2.74195 -2.53106 -2.09413 0.09 0.14 0.13
H 2.00702 5.46392 -1.56226 0.01 0.07 -0.03
H 0.29176 5.09375 -1.37394 0.00 0.04 -0.01
H 1.06793 4.96207 -2.96552 -0.10 0.08 -0.03
H 2.48065 3.10303 -2.16794 -0.14 -0.07 0.09
H 1.01444 3.29592 0.50791 0.01 0.00 0.12
H 2.54377 4.12157 0.22051 0.08 0.03 0.10
H 2.49592 2.36075 0.14012 -0.04 -0.06 0.08
H 1.23421 0.89838 -3.79670 -0.13 0.18 0.02
H -0.16294 3.43014 -4.78083 -0.06 0.13 -0.01
H 0.83124 2.32576 -5.70638 0.04 -0.02 -0.10
H 1.57281 3.30590 -4.44388 0.06 0.10 -0.04
H -1.73981 1.55901 -4.00787 -0.09 -0.08 0.03
H -1.05043 0.02311 -3.44372 -0.16 -0.04 -0.02
H -0.83745 0.52852 -5.12405 -0.01 -0.08 -0.08
H -1.10114 4.20186 -3.09701 0.00 0.10 -0.08
H -2.95013 5.60288 -3.90099 -0.02 0.05 -0.04
H -3.22546 6.46329 -2.38236 -0.04 0.10 -0.08
H -4.52519 5.51224 -3.09466 -0.06 0.07 -0.09
H -4.82839 4.14450 -1.05840 -0.13 0.04 0.01
H -4.09191 2.25385 0.26120 -0.03 0.04 0.03
H -2.25401 2.86160 2.09360 -0.03 0.03 0.01
H -3.51896 2.42521 4.15767 -0.03 0.09 0.09
H -5.17236 1.01474 5.26021 -0.10 0.02 0.11
H -4.01582 -0.20375 5.78897 -0.01 -0.02 0.13
H -5.39637 -0.67793 4.80555 -0.07 -0.04 0.01
H -3.94387 -1.65783 3.05557 -0.06 -0.11 0.05
H -2.64264 -4.04661 0.29337 0.01 0.11 0.07
H -4.98496 -2.44665 1.25770 -0.11 -0.02 0.04
H -4.88348 -4.10380 1.84978 -0.03 -0.07 0.05
H -4.91489 -3.79439 0.12407 -0.09 0.04 -0.04
H -2.95654 -3.45029 3.25125 -0.03 0.05 0.07
H -1.36961 -3.47181 2.50383 0.04 -0.10 0.11
H -2.40302 -4.90991 2.44625 0.01 -0.03 0.04
H -2.53497 -0.49057 -1.47703 0.00 0.02 -0.06
H -5.19109 -1.89053 -1.01421 -0.05 -0.10 0.05
H -4.79822 -0.58527 -2.12028 -0.08 0.06 -0.09
H -4.77338 -0.28838 -0.38746 -0.11 0.06 0.07
H -3.36252 -3.40072 -1.89106 -0.02 -0.15 0.03
H -1.69047 -2.82699 -2.00009 -0.02 -0.11 -0.12
H -2.92689 -2.23006 -3.12365 0.01 0.00 -0.11
C 0.67683 -4.63052 0.65620 0.10 0.09 -0.04
C 0.92236 -5.81960 1.56246 -0.14 -0.30 -0.02
As 0.04575 -7.53873 0.99259 0.38 0.31 0.14
C 0.99393 -7.74460 -0.71605 -0.14 0.02 0.10
C 2.05730 -8.61176 -0.92504 0.06 -0.12 0.27
C 2.65270 -8.71835 -2.17055 0.07 -0.02 -0.11
C 2.18612 -7.96183 -3.23246 0.08 0.01 -0.08
C 1.10471 -7.11538 -3.04849 0.01 0.07 -0.13
C 0.51076 -7.01791 -1.80271 -0.20 0.10 0.18
C 1.13894 -8.66518 2.16972 -0.18 -0.03 -0.07
C 0.49589 -9.65173 2.91023 -0.29 0.10 -0.17
C 1.19850 -10.45302 3.79470 0.03 -0.10 0.10
C 2.56111 -10.27291 3.95830 -0.01 -0.05 0.03
C 3.21656 -9.30041 3.22155 0.12 -0.01 0.02
C 2.51015 -8.50946 2.33396 0.13 0.23 -0.12
P 1.73538 -3.14925 1.05945 -0.17 -0.51 0.28
C 3.41390 -3.85464 0.87787 -0.08 0.28 -0.13
C 4.44309 -3.28032 1.62073 -0.10 -0.04 -0.04
C 5.74651 -3.70870 1.46188 0.12 0.06 0.03
C 6.04524 -4.71459 0.55582 -0.01 -0.05 -0.02
C 5.02720 -5.29242 -0.18397 0.10 -0.03 -0.07
C 3.72113 -4.85829 -0.03656 -0.13 0.12 0.00
C 1.58848 -3.07079 2.89037 0.03 0.12 -0.23
C 0.77555 -2.08979 3.45339 0.09 0.03 -0.20
C 0.62496 -1.99774 4.82679 -0.11 0.06 0.11
C 1.28644 -2.89057 5.65523 -0.03 0.08 -0.03
C 2.10044 -3.86884 5.10657 0.04 -0.08 -0.03
C 2.25266 -3.95894 3.73478 -0.04 0.07 0.03
H -0.36725 -4.31214 0.69303 0.06 0.05 -0.08
H 0.90156 -4.88377 -0.38506 -0.08 0.10 0.01
H 0.54783 -5.61611 2.57030 0.02 -0.08 -0.11
H 1.99386 -6.00478 1.63838 -0.08 -0.09 0.04
H 2.41741 -9.22468 -0.10972 0.04 -0.01 -0.01
H 3.47605 -9.40399 -2.31604 0.04 -0.03 0.01
H 2.65222 -8.04444 -4.20368 0.01 -0.02 -0.07
H 0.71369 -6.54758 -3.88246 -0.02 0.03 -0.02
H -0.36137 -6.38390 -1.67035 0.01 0.00 -0.07
H -0.57310 -9.78928 2.78740 0.02 -0.04 0.04
H 0.68546 -11.21969 4.35720 -0.06 -0.02 0.03
H 3.11348 -10.88748 4.65385 0.02 -0.06 0.04
H 4.28263 -9.16011 3.33495 0.05 0.01 0.00
H 3.04901 -7.76877 1.75514 0.03 0.04 -0.01
H 4.20550 -2.51275 2.34522 0.09 0.09 0.03
H 6.52926 -3.25612 2.04969 0.13 0.05 0.08
H 7.06259 -5.05155 0.42941 0.10 -0.03 0.02
H 5.24189 -6.08702 -0.88203 0.05 -0.08 -0.10
H 2.94982 -5.31641 -0.63956 -0.10 -0.10 -0.04
H 0.24876 -1.38742 2.80877 -0.01 -0.04 0.10
H -0.00326 -1.22481 5.24720 -0.04 0.02 0.03
H 1.17627 -2.82020 6.72619 -0.02 0.03 0.10
H 2.62675 -4.56515 5.74289 0.01 -0.04 0.08
H 2.90253 -4.71488 3.31985 0.03 -0.05 0.01
C 2.18258 -2.68945 -3.00303 -0.04 0.13 0.05
C 3.40102 -1.91956 -3.48172 -0.04 0.47 0.24
C 4.61984 -2.81893 -3.54186 0.04 0.16 -0.10
Sb 3.66294 -0.15429 -2.16364 0.34 -0.30 -0.44
C 4.39119 1.32613 -3.66226 -0.16 -0.33 0.46
C 5.16832 0.72472 -4.81769 -0.18 -0.06 0.01
C 5.16384 2.45337 -2.99813 -0.10 0.00 0.14
C 5.42261 -0.80546 -0.99323 -0.37 0.19 -0.26
C 6.77681 -0.68675 -1.66200 -0.08 -0.12 -0.13
C 5.39973 -0.02835 0.31163 -0.22 -0.09 0.01
H 2.02254 -3.57009 -3.62328 -0.08 -0.18 -0.03
H 1.28052 -2.07386 -3.06168 -0.12 -0.01 0.04
H 2.32038 -3.02093 -1.97050 -0.07 -0.08 0.06
H 3.19266 -1.52459 -4.47891 0.03 0.10 0.03
H 4.83808 -3.25354 -2.56689 0.10 -0.03 0.07
H 5.49023 -2.27049 -3.89468 0.12 -0.07 0.00
H 4.44489 -3.63879 -4.23856 -0.03 -0.14 -0.06
H 3.45767 1.74648 -4.04847 -0.08 -0.11 0.02
H 6.07253 0.21978 -4.48461 0.08 -0.07 0.03
H 5.46630 1.51972 -5.49993 0.08 0.09 -0.13
H 4.55585 0.02513 -5.38188 0.07 -0.13 -0.08
H 6.15419 2.12341 -2.69825 0.14 0.01 0.07
H 4.65085 2.83430 -2.11276 0.06 0.09 0.03
H 5.29084 3.27944 -3.70086 0.03 0.06 0.01
H 5.22067 -1.85868 -0.77897 -0.13 -0.01 -0.05
H 7.02321 0.35271 -1.86634 0.09 0.05 -0.08
H 6.82129 -1.25728 -2.58598 0.10 0.06 -0.10
H 7.54519 -1.08433 -0.99818 0.12 -0.01 0.08
H 5.58882 1.02867 0.12878 -0.02 0.15 0.08
H 6.17395 -0.39410 0.98415 0.11 -0.03 0.13
H 4.43496 -0.13425 0.81616 0.05 0.10 0.08
```
Forces are in eV/Å.